Density functional theory data (wB97M-V/def2-TZVPD) for C25H20Br2N4O7SV as an isolated structure.

As for the relative energy (zero: lowest compared OMol25 entry of this formula, charge and spin): 0.595 eV. The orbital gap (spin up / spin down) comes out at 6.64 / 7.21 eV. The value obtained for the HOMO energy (spin up / spin down) is -8.5 / -8.5 eV. Its spin multiplicity is 2. The expectation value of S² is 0.762. As for the total energy: -8200.71809 hartree.

Each line ends with the Mulliken spin population.
CARTESIAN COORDINATES (ANGSTROEM)
V: 0.05744 -0.42432 1.43840  1.073
O: 0.81639 3.73236 0.51874  -0.001
C: 1.84337 3.49972 -0.32130  0.001
C: 2.34678 4.61161 -0.99864  -0.001
C: 3.36070 4.47158 -1.91985  0.000
C: 3.90076 3.21536 -2.19583  0.000
C: 3.42190 2.11654 -1.52101  0.000
C: 2.40391 2.23631 -0.56502  0.002
C: 1.94645 1.02611 0.11667  0.004
O: 1.01422 1.11352 1.07673  -0.005
N: 2.39719 -0.14350 -0.21236  -0.003
N: 1.72810 -1.07162 0.55691  -0.026
C: 2.22603 -2.25238 0.67646  -0.022
C: 1.71528 -3.18106 1.64557  -0.006
C: 2.09307 -4.53185 1.59522  0.009
C: 1.70094 -5.40522 2.57922  -0.006
C: 0.94020 -4.93576 3.65690  0.002
C: 0.56964 -3.61339 3.74065  -0.003
C: 0.94048 -2.72528 2.72943  0.002
O: 0.56485 -1.44087 2.81946  -0.030
H: 0.41677 2.89222 0.79779  -0.001
H: 1.89818 5.57340 -0.79005  0.000
H: 3.72978 5.34591 -2.44062  0.000
H: 4.68636 3.10417 -2.93019  0.000
H: 3.82480 1.13251 -1.71493  -0.001
H: 3.10139 -2.50190 0.08560  -0.001
H: 2.67893 -4.86884 0.74940  0.000
H: 1.97810 -6.44869 2.52527  0.000
H: 0.63279 -5.62223 4.43484  0.000
H: -0.02458 -3.23746 4.56189  0.001
C: -4.91186 3.59969 1.84547  0.000
C: -3.92495 3.15223 0.80459  0.000
C: -4.15408 3.31197 -0.55724  0.000
C: -3.20987 2.88770 -1.47306  0.000
C: -2.05210 2.31245 -0.97489  0.001
Br: -0.73678 1.70333 -2.20004  0.000
N: -1.80094 2.14453 0.30305  0.002
C: -2.72804 2.55524 1.16915  0.001
H: -5.90790 3.70911 1.41861  0.000
H: -4.62221 4.56338 2.26878  0.000
H: -4.96846 2.88132 2.66295  0.000
H: -5.07741 3.76059 -0.90410  0.000
H: -3.36205 2.98602 -2.53745  0.000
H: -2.50743 2.37282 2.21575  -0.001
O: -3.27562 -0.52627 -0.11184  -0.002
S: -2.25000 -1.17338 0.63406  0.005
O: -2.39408 -2.56819 0.91633  0.000
O: -1.84595 -0.37226 1.88908  0.009
O: -0.83190 -0.95874 -0.06446  -0.001
Br: 1.35359 -0.34444 -4.33733  0.000
C: 0.68699 -1.71833 -3.22307  0.000
C: -0.66564 -2.00513 -3.16847  0.000
C: -1.07394 -3.01850 -2.31936  0.001
C: -0.12091 -3.68687 -1.56481  -0.001
N: 1.18034 -3.41346 -1.62606  0.000
C: 1.57335 -2.44099 -2.44563  0.001
H: -1.37578 -1.43788 -3.75431  0.000
H: -2.12129 -3.26568 -2.21456  0.000
H: -0.41873 -4.45935 -0.86558  0.000
H: 2.63340 -2.21785 -2.48088  0.000

=====

Density functional theory data (wB97M-V/def2-TZVPD) for a 2-piece molecular cluster, C10H18OSi2 overall.

As for the relative energy (zero: lowest compared OMol25 entry of this formula, charge and spin): 4.104 eV. The orbital gap comes out at 8.00 eV. The value obtained for the HOMO energy is -8.4 eV. As for the total energy: -1045.95540 hartree.

Each line ends with the Mulliken charge.
CARTESIAN COORDINATES (ANGSTROEM)
C: -0.48611 -0.83849 1.37349  0.458
C: 0.42045 -1.77964 1.20791  -0.627
C: -1.00231 -0.83301 -0.96694  0.224
C: -1.32689 0.25353 -1.72297  -0.540
C: 0.01995 -1.88762 -1.29081  -0.929
C: -1.50780 -2.76210 0.41050  -1.099
C: -1.58223 -1.17174 0.42086  0.012
C: -0.04458 -2.78081 0.21357  -0.047
C: -0.54068 0.39090 2.23273  -1.619
C: -2.32475 1.31002 -1.44349  -1.114
O: 3.12491 2.55409 -1.01956  0.231
Si: 4.58970 2.62641 -0.37555  0.168
Si: 1.61723 2.12710 -1.45564  -0.087
H: -0.78126 0.44192 -2.61280  0.687
H: -0.31244 -2.62914 -2.07418  0.306
H: 1.01062 -1.40551 -1.36896  0.262
H: -1.85544 -3.14642 1.36559  0.362
H: -2.08821 -3.25284 -0.31647  0.373
H: -2.60775 -0.95587 0.74818  0.565
H: 0.43320 -3.76266 0.06303  0.450
H: -1.34205 1.02693 2.01209  0.324
H: 0.49365 0.75143 2.38846  0.364
H: -0.80115 0.03090 3.27788  0.409
H: -2.74164 1.19985 -0.38292  0.282
H: -3.25546 1.10090 -2.13141  0.257
H: -1.93515 2.32753 -1.69823  0.280
H: 5.50571 1.35452 -0.47969  -0.083
H: 5.21617 3.88993 -0.88112  -0.104
H: 4.56673 2.78438 1.23940  -0.092
H: 1.43337 -1.89706 1.62511  0.360
H: 1.18196 1.60351 0.01162  -0.033

=====

Density functional theory data (wB97M-V/def2-TZVPD) for C13H16 in the gas phase.

As for the relative energy (zero: lowest compared OMol25 entry of this formula, charge and spin): 0.000 eV. The orbital gap comes out at 9.67 eV. The value obtained for the HOMO energy is -8.7 eV. As for the total energy: -504.91584 hartree. The SMILES is C=C1[C@H]2[C@@H]3C[C@H]4[C@@H]5[C@H]([C@H](C)[C@H]42)[C@H]1[C@H]35.

Each line ends with the Mulliken charge.
CARTESIAN COORDINATES (ANGSTROEM)
C: 0.07819 2.76750 1.62816  -1.261
C: -0.09959 1.50131 1.06602  -0.088
C: 0.56835 0.20987 1.35630  -0.261
C: -0.71869 -0.60943 1.62186  -0.717
C: -0.34408 -2.02562 1.24076  -0.732
C: 0.10321 -1.60818 -0.14225  -0.760
C: -1.06380 -0.80741 -0.74369  -0.454
C: -0.51720 0.55146 -1.24665  -0.501
C: 1.00161 0.38814 -1.20994  0.224
C: 1.45169 -0.25003 -2.53826  -1.649
C: 1.12193 -0.49056 0.05856  -0.371
C: -1.12140 1.21292 0.01735  -0.296
C: -1.63588 -0.11788 0.47561  -0.437
H: 0.83548 2.85318 2.38551  0.286
H: -0.49313 3.61224 1.32650  0.323
H: 1.23191 0.23634 2.23385  0.621
H: -1.17852 -0.50623 2.60711  0.548
H: 0.47549 -2.45219 1.82702  0.384
H: -1.21488 -2.69307 1.30252  0.428
H: 0.49010 -2.41597 -0.77497  0.467
H: -1.77721 -1.32795 -1.41699  0.337
H: -0.95075 0.96813 -2.16569  0.527
H: 1.55480 1.31312 -1.05538  0.659
H: 0.65588 -0.95067 -2.92433  0.344
H: 2.42735 -0.78683 -2.44055  0.334
H: 1.57448 0.57427 -3.22994  0.436
H: 2.14675 -0.89236 0.24860  0.477
H: -1.89139 1.94159 -0.17955  0.693
H: -2.71068 -0.19568 0.67246  0.441

=====

Density functional theory data (wB97M-V/def2-TZVPD) for C24H30N6O3 in the gas phase.

As for the relative energy (zero: lowest compared OMol25 entry of this formula, charge and spin): 3.546 eV. The orbital gap comes out at 8.70 eV. The value obtained for the HOMO energy is -8.3 eV. As for the total energy: -1486.79541 hartree. The SMILES is CCn1nc(C)c(CN2CCC(n3nccc3NC(=O)c3ccc4c(c3)OCO4)CC2)c1C.

Each line ends with the Mulliken charge.
CARTESIAN COORDINATES (ANGSTROEM)
C: -1.29515 6.38090 -3.57081  -1.047
C: -0.88241 6.89915 -2.19422  -0.601
N: -0.14650 5.90872 -1.45708  0.985
N: 1.18041 5.83840 -1.58501  -1.269
C: 1.57882 4.81786 -0.84551  0.382
C: 3.01559 4.44390 -0.74733  -1.135
C: 0.47174 4.20970 -0.21672  0.730
C: 0.46817 3.03621 0.70679  -0.693
N: -0.40237 1.98203 0.19619  0.037
C: 0.02424 1.44050 -1.07815  -1.095
C: 1.23761 0.50631 -0.98091  -0.747
C: 0.94213 -0.62622 0.00102  -0.190
N: 2.10773 -1.46657 0.15751  1.072
N: 3.33511 -0.94000 0.09003  -1.322
C: 4.17376 -1.92760 0.32604  -0.472
C: 3.49718 -3.12867 0.56594  -0.849
C: 2.16263 -2.79015 0.45883  0.519
N: 1.01268 -3.55031 0.60356  0.085
C: 0.98141 -4.89045 0.88156  0.553
O: 1.97433 -5.56135 1.05492  -0.631
C: -0.39773 -5.45470 0.97656  0.295
C: -1.46646 -4.97080 0.23119  -0.678
C: -2.73550 -5.53665 0.32221  -1.102
C: -2.89134 -6.59410 1.18537  0.980
C: -1.81711 -7.09621 1.92757  0.897
C: -0.56379 -6.55107 1.83465  -1.070
O: -2.24805 -8.14593 2.68910  -0.476
C: -3.62059 -8.30016 2.40081  -0.240
O: -4.01425 -7.31649 1.46524  -0.477
C: 0.51584 -0.03645 1.35023  -0.378
C: -0.66667 0.92154 1.14217  -1.150
C: -0.62449 4.93900 -0.64427  0.087
C: -2.06324 4.77037 -0.31761  -1.799
H: -1.82298 7.15681 -4.11852  0.383
H: -1.94510 5.51389 -3.47832  0.276
H: -0.41104 6.09190 -4.13296  0.308
H: -1.76173 7.19152 -1.61467  0.313
H: -0.22494 7.76380 -2.31020  0.340
H: 3.60348 5.12787 -1.35226  0.381
H: 3.17414 3.42720 -1.10568  0.219
H: 3.35673 4.49982 0.28574  0.315
H: 0.06498 3.33873 1.67997  0.471
H: 1.50445 2.70228 0.86104  0.399
H: -0.82501 0.88987 -1.49905  0.463
H: 0.25149 2.27474 -1.74384  0.499
H: 1.47196 0.09621 -1.96380  0.384
H: 2.11339 1.04979 -0.62896  0.311
H: 0.12427 -1.23869 -0.40574  0.047
H: 5.23035 -1.74963 0.31778  0.453
H: 3.89826 -4.09408 0.78465  0.492
H: 0.13475 -3.05636 0.54949  0.080
H: -1.32341 -4.16385 -0.47230  0.548
H: -3.56198 -5.16814 -0.26165  0.441
H: 0.27600 -6.93600 2.38786  0.481
H: -3.80022 -9.30174 1.97875  0.247
H: -4.20852 -8.18456 3.32497  0.243
H: 1.36277 0.50209 1.77810  0.273
H: 0.23388 -0.83007 2.04600  0.349
H: -1.52378 0.35236 0.76181  0.489
H: -0.95569 1.36658 2.09729  0.509
H: -2.41916 5.59161 0.30624  0.355
H: -2.19025 3.83492 0.21900  0.392
H: -2.67079 4.74045 -1.22064  0.338

=====

Density functional theory data (wB97M-V/def2-TZVPD) for a 3-piece molecular cluster, C6H12O overall.

As for the relative energy (zero: lowest compared OMol25 entry of this formula, charge and spin): 4.703 eV. The orbital gap comes out at 10.44 eV. The value obtained for the HOMO energy is -9.3 eV. As for the total energy: -310.88644 hartree. The SMILES is OC1C=C1.[H][H].C=CC.

Each line ends with the Mulliken charge.
CARTESIAN COORDINATES (ANGSTROEM)
O: -1.17126 1.43192 -0.16141  -0.471
C: -2.10322 0.47270 -0.56850  -0.169
C: -1.72989 -0.89972 -0.98038  -0.345
C: -2.37195 -0.80306 0.15108  -0.318
H: -0.38657 0.97731 0.18304  0.199
H: -2.91634 1.00725 -1.05909  0.367
H: -1.27125 -1.53404 -1.72655  0.357
H: -2.84138 -1.31799 0.97895  0.350
H: -0.61453 1.79101 2.46423  0.111
H: -1.11317 1.25917 2.32567  -0.114
C: 1.74122 0.12972 1.14196  -0.767
C: 1.52814 -0.65676 0.08861  0.009
C: 2.01941 -0.34503 -1.29370  -0.966
H: 1.48341 -0.17406 2.15237  0.303
H: 2.21464 1.10313 1.02293  0.253
H: 1.03038 -1.61728 0.22886  0.343
H: 2.87737 -0.99304 -1.50978  0.333
H: 2.35548 0.69392 -1.36630  0.284
H: 1.26952 -0.52516 -2.07199  0.242